Record 1
126
Properties=species:S:1:pos:R:3:forces:R:3 method="wB97M-V/def2-TZVPD" e_tot_ha=-4290.8381 homo_lumo_gap_ev=4.257 total_charge=+1 homo_ha=-0.36042
O 0.364950 -16.759240 7.853880 2.55 -1.79 1.51
V 1.764090 -17.473730 8.278970 0.96 3.36 -2.12
O 2.509780 -16.662070 9.485830 -1.85 -2.06 -2.25
O 2.241830 -21.630370 10.522780 -0.85 -0.04 0.14
V 2.110270 -20.897200 9.157400 1.91 -1.67 -2.42
O 1.105900 -21.723810 8.214630 1.13 1.19 1.54
C 1.035290 -19.366570 5.730920 1.70 -1.72 -0.09
C 2.509870 -19.798570 6.092360 -2.35 0.20 0.37
O 2.771450 -19.380220 7.400500 -0.76 1.63 3.74
H 0.954830 -19.817170 4.741690 -0.65 1.16 -0.64
H 0.876320 -18.309690 5.945010 0.02 0.17 -1.03
H 0.265080 -19.901320 6.286740 0.37 -0.24 0.52
H 3.256710 -19.383320 5.415680 -0.12 0.34 -0.11
H 2.610150 -20.883280 6.054280 -0.15 -0.15 -0.16
C 1.382680 -14.192730 5.689320 0.49 -0.66 0.01
C 2.439780 -15.326050 5.441980 -3.02 1.74 -2.76
C 3.682300 -14.891120 4.621910 0.03 -0.14 0.90
O 4.391120 -16.089050 4.313690 1.30 -0.32 0.03
C 5.643210 -15.951460 3.549750 -0.87 1.08 -0.35
N 2.846640 -16.052550 6.587250 0.73 -1.58 1.80
H 0.897030 -13.919740 4.752460 0.46 0.28 -0.13
H 1.797920 -13.326080 6.203720 0.14 0.12 -0.23
H 0.536480 -14.517480 6.294770 0.28 -0.46 0.24
H 1.950520 -16.035160 4.774230 -0.25 -0.28 0.12
H 4.189900 -14.271840 5.361470 0.92 0.35 -0.28
H 3.491900 -14.310030 3.719590 -0.41 0.00 0.07
H 6.426450 -16.697870 3.681970 -0.76 -0.55 0.67
H 6.144350 -15.003690 3.746420 -0.24 0.20 0.29
H 5.383990 -15.941100 2.491070 -0.06 -0.05 -0.06
H 3.340720 -15.456900 7.236240 0.09 0.41 0.31
H 3.578980 -16.539480 6.090580 0.86 -1.35 0.74
C 3.908610 -16.984980 -2.327900 -0.16 0.55 0.99
C 3.037260 -16.522120 -1.126820 0.39 -2.06 0.71
C 3.173210 -17.371840 0.251630 0.25 0.01 -0.75
O 1.907960 -17.610060 0.834810 -1.57 -0.47 -1.15
C 1.818650 -18.087470 2.160590 0.97 1.49 0.24
N 3.311470 -15.158440 -0.777820 0.15 0.48 0.32
H 3.624990 -17.971680 -2.694060 0.06 0.00 0.22
H 4.975140 -16.935900 -2.108330 0.03 -0.05 -0.10
H 3.657790 -16.265880 -3.107690 0.29 -0.06 -0.25
H 2.048850 -16.725220 -1.539020 -0.60 0.23 0.57
H 3.820690 -16.847250 0.954260 -0.01 0.59 0.01
H 3.693980 -18.319270 0.112810 -0.06 -0.38 -0.47
H 0.895910 -18.539030 2.524930 -0.32 -0.41 -1.26
H 1.815090 -17.154930 2.724910 0.68 -0.08 0.91
H 2.659390 -18.739110 2.398530 0.11 0.00 0.25
H 2.580210 -14.813020 -0.172810 -0.01 0.26 -0.04
H 3.445350 -14.524910 -1.552950 -0.21 -0.12 -0.14
C 9.825650 -24.509740 10.678930 -1.99 0.06 0.14
O 9.495540 -23.601160 9.580400 0.28 -0.05 2.81
C 10.521810 -23.650010 8.680650 0.47 -0.81 -2.63
C 10.517390 -22.572100 7.613950 0.01 -0.47 0.12
N 9.368560 -22.604680 6.730860 0.60 -1.19 0.98
C 9.222410 -21.416540 5.911020 -0.22 -1.00 2.32
C 8.005520 -21.536570 5.079700 2.58 -0.06 -2.90
O 6.867940 -21.360340 5.752130 -1.67 -0.13 3.03
C 5.649780 -21.031130 5.172320 0.34 0.75 -1.21
H 9.180990 -24.142640 11.477520 0.61 0.03 0.41
H 10.862440 -24.700220 10.956230 0.26 1.18 -0.19
H 9.481610 -25.535220 10.544350 -0.39 -0.11 -0.86
H 10.326780 -24.615030 8.212890 1.06 -0.39 -0.67
H 11.536230 -23.576470 9.072610 -0.04 -0.32 0.69
H 11.414170 -22.786240 7.032550 0.26 0.48 0.00
H 10.588110 -21.644010 8.181190 0.30 0.62 -0.20
H 8.638370 -22.781070 7.406000 -0.98 0.38 -0.57
H 10.128630 -21.366040 5.307450 -0.15 0.41 -0.08
H 9.080310 -20.590120 6.607400 0.43 0.88 -0.31
H 8.112510 -22.513340 4.607920 -0.49 -0.28 -0.34
H 8.255070 -20.784830 4.330890 -0.98 0.40 -0.69
H 4.812920 -21.575270 5.610160 0.20 -0.25 -0.05
H 5.705980 -21.152260 4.090530 -0.30 -0.44 -0.16
H 5.477470 -19.962270 5.298590 -0.19 0.26 0.24
C 7.144330 -17.023800 11.285540 -1.60 -0.10 0.11
O 5.737340 -17.468380 11.202790 1.21 -0.27 0.22
C 5.344960 -18.481920 12.130800 0.36 -0.61 -1.40
C 4.227650 -19.288860 11.498740 -2.77 -0.43 0.86
N 4.184280 -19.739690 10.090430 0.91 -0.80 -0.57
C 5.312630 -20.762650 9.866320 -0.76 0.09 -0.04
C 5.333590 -21.540350 8.502780 -0.01 3.12 1.42
O 4.093950 -22.247850 8.354450 0.19 2.42 -0.72
C 4.274080 -23.603430 8.347900 -0.01 -3.16 0.75
H 7.210930 -16.284810 12.084020 0.29 -0.23 0.19
H 7.389040 -16.509010 10.356450 -0.22 -0.20 -0.05
H 7.809300 -17.876960 11.419830 0.01 0.05 0.16
H 4.967450 -18.107860 13.082460 0.10 0.27 0.02
H 6.100730 -19.238660 12.341190 0.88 0.50 0.06
H 3.282980 -18.790250 11.715730 -0.11 0.74 -0.62
H 3.990620 -20.157050 12.113690 0.72 -0.45 0.09
H 4.451440 -18.933350 9.544040 0.01 0.31 -0.37
H 5.221220 -21.518140 10.646700 -0.09 0.13 0.20
H 6.210540 -20.174220 10.055060 0.45 -0.47 -0.36
H 6.297420 -22.048090 8.466210 -0.57 -1.08 0.05
H 5.463230 -20.787480 7.725290 -0.57 -0.14 -0.30
H 4.424720 -23.951790 9.369690 0.22 -0.15 0.19
H 5.110480 -23.964610 7.749490 0.25 0.52 -0.14
H 3.431670 -24.191780 7.984180 -0.45 0.69 -0.12
C 3.655970 -24.951070 3.021940 -0.42 0.06 0.80
C 2.308140 -24.425840 3.635070 1.58 0.83 -0.86
C 2.072660 -22.970240 3.167220 -0.02 0.14 -1.18
C 1.630750 -22.834190 1.715340 1.41 -0.16 0.28
C 0.452720 -23.738930 1.458800 0.64 -0.13 -0.33
C 0.624600 -25.222390 1.900110 -0.03 -1.55 -0.29
N 1.223350 -25.308540 3.299370 -2.12 3.77 -2.57
O 1.412240 -26.569780 3.740900 -0.16 -1.57 0.79
C -0.836640 -25.769700 1.909850 0.93 -0.36 0.76
C 1.424150 -26.154560 0.863980 0.40 0.93 -0.07
C 2.402390 -24.288460 5.133510 -0.74 -1.39 1.56
H 3.747400 -24.746850 1.955160 0.21 0.52 0.22
H 3.771860 -26.032890 3.087910 -0.36 -0.07 0.31
H 4.430280 -24.531300 3.664070 0.48 0.21 -0.58
H 1.361180 -22.415800 3.779180 -0.13 -0.32 0.42
H 3.020950 -22.433500 3.194660 0.23 -0.07 0.60
H 2.515510 -23.027030 1.108610 -0.02 -0.89 -0.34
H 1.564000 -21.774480 1.469050 -1.09 0.15 0.11
H 0.243780 -23.746370 0.389030 -0.38 -0.06 0.01
H -0.393220 -23.319160 2.003120 -0.20 -0.11 -0.09
H -1.455830 -25.169910 2.576900 -0.21 0.31 -0.44
H -1.165600 -25.841450 0.873150 -0.37 0.31 0.19
H -0.908400 -26.770710 2.335210 0.34 -0.23 -0.15
H 2.378560 -25.701060 0.596490 0.31 -0.09 0.44
H 1.582850 -27.190720 1.162780 0.10 0.26 0.83
H 1.032330 -26.323560 -0.139030 -1.05 0.61 0.06
H 2.607550 -25.267410 5.566710 0.43 -0.11 0.13
H 1.419630 -24.067620 5.550060 -0.32 0.22 -0.23
H 3.052880 -23.563940 5.623440 0.48 0.13 -0.76
H 0.703510 -26.535700 4.387540 0.10 -1.22 0.43

Record 2
114
Properties=species:S:1:pos:R:3:forces:R:3 method="wB97M-V/def2-TZVPD" e_tot_ha=-1732.5900 homo_lumo_gap_ev=8.266 total_charge=+1 homo_ha=-0.39678
C 0.973181 -1.351478 2.763964 -0.01 0.07 0.17
C -0.005532 -0.168188 2.668414 0.07 -0.16 -0.27
C -1.263576 -0.483137 1.863408 -0.01 0.22 0.18
N -2.437147 -0.818617 2.750341 -0.20 -0.49 -0.49
C -3.315502 -1.907866 2.179238 -0.11 0.13 -0.27
C -4.626555 -1.690979 2.899019 0.26 0.07 0.11
C -4.786536 -0.192472 2.663371 0.33 -0.10 -0.12
C -3.402563 0.321320 3.057805 -0.10 -0.01 0.54
H 1.879156 -1.144166 2.200483 0.03 -0.05 -0.09
H 1.279267 -1.542673 3.789182 0.02 -0.01 0.07
H 0.544091 -2.271784 2.369411 -0.03 -0.08 -0.01
H 0.487523 0.660430 2.167694 0.04 0.17 0.16
H -0.284168 0.186401 3.661326 0.01 0.18 0.03
H -1.577751 0.367284 1.264805 -0.09 -0.01 -0.10
H -1.104585 -1.333238 1.204025 -0.03 -0.04 -0.06
H -2.077376 -1.189382 3.625126 0.15 0.16 0.13
H -3.432813 -1.665001 1.123752 0.05 -0.15 -0.09
H -2.842716 -2.877685 2.266602 0.18 -0.09 0.18
H -5.416566 -2.326771 2.517105 -0.14 0.04 -0.02
H -4.476211 -1.879033 3.965303 -0.24 -0.20 0.04
H -4.957831 -0.041888 1.598651 -0.23 0.25 0.01
H -5.547071 0.305348 3.253530 -0.17 -0.03 -0.04
H -3.384591 0.459383 4.135995 0.15 0.16 0.04
H -3.079530 1.237288 2.578451 0.12 -0.02 -0.13
C 3.109318 4.762654 5.051383 0.06 0.02 -0.05
C 2.041636 3.689350 5.108371 -0.02 0.04 0.14
O 2.050348 2.799031 3.998114 -0.11 -0.07 -0.07
C 3.252096 2.072118 3.819112 0.06 -0.13 -0.02
C 3.615167 1.178028 4.993414 -0.03 0.04 0.04
H 3.035388 5.344152 4.131418 -0.03 -0.01 -0.01
H 2.993129 5.431492 5.903426 0.00 0.00 0.01
H 4.113046 4.340038 5.107906 0.00 0.00 0.05
H 1.051912 4.146770 5.093698 -0.01 -0.01 -0.04
H 2.126787 3.131086 6.046696 0.03 0.01 -0.01
H 4.085027 2.741905 3.582224 -0.02 0.04 0.02
H 3.080352 1.461672 2.929528 0.00 0.00 -0.02
H 3.844158 1.753331 5.891363 0.02 0.01 -0.01
H 4.495658 0.583216 4.748410 0.00 -0.02 -0.02
H 2.792406 0.499098 5.228339 0.00 -0.01 0.00
C 6.091453 3.549054 9.195464 -0.06 -0.04 0.01
C 5.139783 4.457094 8.437144 0.08 0.04 -0.01
O 3.838441 3.919042 8.265262 -0.06 -0.05 -0.11
C 3.124729 3.632898 9.456248 -0.04 -0.03 0.06
C 2.883978 4.842495 10.342057 0.04 0.04 -0.04
H 6.150415 2.570620 8.716996 0.01 -0.01 -0.01
H 7.088718 3.988821 9.207473 0.01 0.01 -0.01
H 5.784002 3.402873 10.231424 0.01 0.03 0.01
H 5.509074 4.615351 7.423321 0.00 0.01 0.00
H 5.088464 5.441554 8.914959 -0.01 -0.02 0.02
H 3.622828 2.838110 10.022732 0.03 0.02 0.00
H 2.170115 3.229109 9.116372 -0.01 0.00 -0.01
H 3.812000 5.248106 10.745711 0.00 -0.02 0.02
H 2.254317 4.561766 11.186509 -0.02 -0.01 0.00
H 2.381705 5.633102 9.783108 -0.01 0.00 0.00
C 0.955275 0.031575 -1.058759 -0.01 0.02 0.01
C 1.170582 -1.371318 -1.602148 0.08 -0.02 0.00
O 0.007551 -1.959381 -2.155527 -0.05 0.07 0.12
C -0.586479 -1.252645 -3.235888 -0.03 0.01 -0.13
C 0.327756 -1.055608 -4.431331 0.04 -0.02 0.05
H 0.132893 0.038856 -0.341622 -0.01 0.02 0.00
H 1.856447 0.386122 -0.556119 0.01 -0.03 0.01
H 0.716367 0.749794 -1.842932 0.03 -0.01 -0.03
H 1.465708 -2.047562 -0.797132 0.01 0.02 0.00
H 1.990093 -1.367304 -2.327603 -0.02 0.00 -0.03
H -0.983787 -0.289237 -2.893217 0.04 0.02 0.01
H -1.441095 -1.862124 -3.526692 -0.02 -0.02 0.05
H 1.177383 -0.411415 -4.200708 -0.02 0.01 0.00
H -0.224977 -0.591823 -5.250548 -0.02 -0.02 -0.02
H 0.713117 -2.014763 -4.779143 0.00 0.00 -0.01
C -3.330003 -1.736372 -5.840967 0.03 -0.05 -0.01
C -3.031053 -0.424150 -6.544608 -0.02 0.02 0.08
O -2.070445 -0.535153 -7.574483 0.10 0.05 0.01
C -2.408312 -1.384211 -8.660527 -0.01 -0.05 -0.08
C -3.657590 -0.958717 -9.410470 -0.01 0.05 0.05
H -2.398225 -2.183032 -5.491849 -0.02 -0.05 0.01
H -3.979864 -1.557873 -4.982824 0.01 0.00 0.02
H -3.828231 -2.461819 -6.484352 -0.03 0.06 -0.04
H -2.586031 0.274496 -5.832415 -0.04 0.02 0.01
H -3.954093 0.040729 -6.909650 0.01 -0.04 -0.04
H -2.496875 -2.423256 -8.323499 -0.03 0.01 0.03
H -1.544609 -1.338399 -9.323210 0.01 0.00 0.00
H -4.555545 -1.036079 -8.795848 0.00 -0.03 -0.01
H -3.799766 -1.599071 -10.280860 0.01 0.00 -0.02
H -3.565876 0.072982 -9.751955 0.00 0.00 -0.01
C -0.768534 2.630879 -7.324480 0.04 0.08 0.06
C 0.349766 1.834773 -7.972962 -0.06 -0.08 0.00
O 1.555426 2.559603 -8.144621 0.02 0.00 -0.04
C 2.152679 3.051660 -6.962281 0.03 0.05 0.03
C 2.528268 1.972168 -5.960014 -0.03 -0.04 -0.02
H -0.961740 3.547890 -7.882518 0.00 0.00 -0.01
H -1.676674 2.029756 -7.311064 -0.01 -0.02 -0.04
H -0.532796 2.908819 -6.294762 -0.01 -0.03 0.01
H 0.052870 1.541804 -8.979647 0.01 0.00 -0.01
H 0.530747 0.907687 -7.417029 -0.02 0.01 0.02
H 1.511032 3.803001 -6.486487 -0.02 -0.02 0.00
H 3.050578 3.569857 -7.298341 0.01 0.00 0.00
H 1.650011 1.462379 -5.560485 0.00 0.03 0.00
H 3.064708 2.418049 -5.121165 0.02 0.01 0.00
H 3.172116 1.225082 -6.426066 0.00 0.00 0.00
C -2.541180 -7.818705 -1.819156 0.01 0.02 0.07
C -3.121587 -6.432091 -2.026980 -0.01 -0.02 -0.06
O -3.390722 -5.730502 -0.819853 -0.07 0.03 -0.05
C -2.277823 -5.493568 0.014008 0.08 0.01 0.03
C -1.185229 -4.653015 -0.627674 -0.05 -0.03 0.04
H -3.190987 -8.413735 -1.177030 -0.01 -0.01 0.00
H -2.448092 -8.324612 -2.779773 -0.01 -0.01 -0.02
H -1.548827 -7.788899 -1.366968 0.01 0.01 -0.03
H -4.089021 -6.504502 -2.522131 -0.01 0.00 0.00
H -2.471478 -5.836931 -2.678006 0.02 0.00 0.02
H -1.865387 -6.433078 0.399673 0.01 -0.01 -0.06
H -2.700844 -4.970050 0.872006 0.01 0.06 0.12
H -0.698314 -5.176439 -1.449571 0.04 0.00 0.00
H -0.410557 -4.420919 0.107917 -0.01 -0.01 0.00
H -1.579782 -3.716633 -1.022837 0.00 0.01 0.00